[1]
This record from the OMol25 dataset describes a molecular structure, C28H41N2O5S2SeSi2Ti at a distorted geometry. The level of theory is wB97M-V/def2-TZVPD.

Its energy relative to the best compared isomer or geometry (same formula, charge and spin) is 7.1 kcal per mole. Its expectation value of S² is 0.76. The value obtained for the HOMO energy (alpha / beta) is -2.131 / -2.312 eV. The orbital gap (alpha / beta) is 6.356 / 6.538 eV. The calculation puts the total energy at -168818.472 eV.

```
! RIJCOSX wB97M-V def2-TZVPD def2/J DEFGRID3
* xyz -2 2
Ti -0.220 -0.016 -0.242
C -0.566 -0.117 4.581
C -1.105 -0.313 3.170
C -1.412 -1.775 2.903
C -2.336 0.548 2.960
O -0.124 0.143 2.200
Si 1.552 0.077 2.248
S 2.125 0.608 0.355
O 2.165 0.998 3.478
C 2.496 2.383 3.574
C 3.836 2.612 2.891
C 1.406 3.233 2.943
C 2.605 2.666 5.067
O 1.838 -1.461 2.795
C 3.062 -2.128 3.111
C 2.767 -3.613 2.968
C 4.163 -1.710 2.144
C 3.434 -1.799 4.551
H -1.355 -0.374 5.295
H -0.273 0.922 4.738
H 0.303 -0.749 4.776
H -2.123 -2.130 3.654
H -0.500 -2.375 2.956
H -1.854 -1.897 1.914
H -3.119 0.232 3.655
H -2.713 0.449 1.943
H -2.102 1.600 3.133
H 3.781 2.338 1.836
H 4.610 2.008 3.374
H 4.119 3.667 2.964
H 1.351 3.081 1.865
H 1.600 4.295 3.128
H 0.431 2.975 3.365
H 3.313 1.972 5.528
H 1.632 2.538 5.548
H 2.950 3.690 5.241
H 2.461 -3.841 1.946
H 1.965 -3.898 3.656
H 3.657 -4.202 3.209
H 3.843 -1.875 1.114
H 5.065 -2.298 2.343
H 4.412 -0.649 2.258
H 2.647 -2.145 5.227
H 3.550 -0.722 4.680
H 4.370 -2.297 4.825
C -2.377 3.443 -4.932
C -1.203 3.742 -4.246
C -0.477 2.731 -3.633
C -0.882 1.392 -3.694
C -2.064 1.117 -4.389
C -2.809 2.125 -4.996
Si 0.073 -0.004 -2.808
C 1.832 0.142 -3.542
C 2.727 1.134 -3.117
C 3.996 1.262 -3.671
C 4.418 0.382 -4.661
C 3.557 -0.621 -5.091
C 2.284 -0.731 -4.539
H -2.957 4.233 -5.396
H -0.866 4.769 -4.158
H 0.414 3.006 -3.076
H -2.421 0.094 -4.442
H -3.731 1.879 -5.512
H -0.436 -1.187 -3.575
H 2.436 1.815 -2.324
H 4.660 2.041 -3.315
H 5.411 0.472 -5.087
H 3.876 -1.318 -5.858
H 1.620 -1.514 -4.891
S -5.001 -0.698 -0.881
C -3.403 -0.415 -0.623
N -2.271 -0.211 -0.423
Se -1.083 2.574 0.044
C 0.172 3.876 -0.297
N 0.936 4.725 -0.493
C -0.141 -4.227 0.265
C 0.656 -3.001 -0.100
O 1.814 -3.062 -0.435
O -0.079 -1.898 -0.023
H 0.361 -5.117 -0.110
H -1.162 -4.163 -0.111
H -0.196 -4.276 1.356
*
```

[2]
This record from the OMol25 dataset describes a molecular structure, C28H41N4O3PRhS2 at a distorted geometry. The level of theory is wB97M-V/def2-TZVPD.

Its energy relative to the best compared isomer or geometry (same formula, charge and spin) is 4.2 kcal per mole. The value obtained for the HOMO energy is -10.190 eV. The orbital gap is 7.576 eV. The calculation puts the total energy at -75770.990 eV.

```
! RIJCOSX wB97M-V def2-TZVPD def2/J DEFGRID3
* xyz 1 1
Rh 0.085 0.938 -0.723
C 1.784 0.747 1.703
C 1.962 2.263 1.692
C 0.739 3.086 1.330
C 0.636 4.387 1.803
C -0.506 5.119 1.549
C -1.545 4.514 0.862
C -1.379 3.219 0.412
N -0.250 2.527 0.613
N 1.782 0.153 0.354
C 1.538 -1.302 0.368
C 1.227 -1.730 -1.051
C 1.626 -2.951 -1.570
C 1.222 -3.311 -2.845
C 0.447 -2.423 -3.569
C 0.135 -1.196 -3.010
N 0.523 -0.841 -1.786
C 3.033 0.427 -0.397
C 2.937 1.644 -1.284
C 4.053 2.266 -1.821
C 3.866 3.355 -2.656
C 2.578 3.793 -2.917
C 1.513 3.122 -2.345
N 1.698 2.067 -1.551
H 0.825 0.484 2.156
H 2.586 0.296 2.305
H 2.789 2.555 1.037
H 2.275 2.558 2.696
H 1.443 4.801 2.388
H -0.594 6.136 1.904
H -2.470 5.032 0.665
H -2.153 2.703 -0.128
H 0.668 -1.502 0.993
H 2.393 -1.857 0.780
H 2.234 -3.613 -0.972
H 1.514 -4.263 -3.263
H 0.098 -2.659 -4.563
H -0.429 -0.462 -3.567
H 3.236 -0.427 -1.049
H 3.878 0.503 0.297
H 5.044 1.904 -1.585
H 4.717 3.857 -3.092
H 2.394 4.642 -3.557
H 0.478 3.387 -2.508
C -0.006 -1.824 4.267
C -1.436 -1.323 4.172
C -2.458 -2.384 4.521
O -1.657 -0.733 2.870
P -2.201 -1.453 1.555
S -4.068 -1.894 1.482
S -1.889 -0.002 0.123
O -1.147 -2.677 1.513
C -1.189 -3.915 0.753
C -2.396 -4.786 1.047
C 0.079 -4.649 1.159
H 0.214 -2.121 5.290
H 0.694 -1.037 3.986
H 0.147 -2.682 3.615
H -1.563 -0.465 4.842
H -2.365 -3.252 3.870
H -3.472 -2.000 4.438
H -2.288 -2.708 5.547
H -1.170 -3.644 -0.311
H -2.490 -4.950 2.120
H -2.241 -5.752 0.569
H -3.320 -4.356 0.681
H -0.010 -4.987 2.191
H 0.955 -4.013 1.093
H 0.228 -5.523 0.528
C -3.390 2.049 -2.629
C -2.024 1.396 -2.858
C -1.523 1.655 -4.279
O -1.109 1.920 -1.949
H -4.150 1.608 -3.273
H -3.337 3.118 -2.840
H -3.702 1.909 -1.596
H -2.161 0.321 -2.680
H -1.596 2.719 -4.506
H -2.116 1.115 -5.015
H -0.474 1.371 -4.395
*
```

[3]
This record from the OMol25 dataset describes a molecular structure, C28H41N5O4SeSiSr at a distorted geometry. The level of theory is wB97M-V/def2-TZVPD.

Its energy relative to the best compared isomer or geometry (same formula, charge and spin) is 30.3 kcal per mole. The value obtained for the HOMO energy is -0.608 eV. The orbital gap is 4.860 eV. The calculation puts the total energy at -119406.343 eV.

```
! RIJCOSX wB97M-V def2-TZVPD def2/J DEFGRID3
* xyz -2 1
Sr -1.716 -1.629 0.025
O -4.639 -0.703 -2.880
C -3.821 -0.776 -1.967
O -2.992 -1.743 -1.755
C -3.757 0.351 -0.922
C -4.897 1.028 -0.566
C -4.800 1.904 0.581
C -3.636 2.133 1.212
C -2.340 1.511 0.720
N -2.535 0.533 -0.379
C -1.636 0.794 1.917
O -1.700 1.296 3.043
O -1.009 -0.302 1.638
H -5.823 0.850 -1.091
H -5.708 2.359 0.970
H -3.579 2.704 2.132
C 2.170 -3.123 0.672
N 1.654 -1.934 -0.013
C 2.115 -1.955 -1.403
N 3.586 -1.967 -1.486
C 4.063 -3.153 -0.762
N 3.643 -3.167 0.645
C 4.149 -1.945 1.278
N 3.671 -0.726 0.618
C 2.197 -0.741 0.651
C 4.089 -0.778 -0.787
H 1.776 -4.017 0.187
H 1.834 -3.107 1.710
H 1.735 -1.072 -1.921
H 1.721 -2.849 -1.891
H 5.155 -3.173 -0.804
H 3.670 -4.046 -1.250
H 5.242 -1.958 1.246
H 3.825 -1.928 2.321
H 1.829 0.151 0.153
H 1.856 -0.724 1.687
H 5.181 -0.783 -0.829
H 3.718 0.113 -1.297
C 0.117 1.805 -1.091
Si -1.046 2.799 0.019
C -1.894 4.058 -1.167
C -2.730 5.096 -0.402
C -2.841 3.284 -2.097
C -0.886 4.797 -2.062
C 0.059 3.675 1.341
C -0.786 4.216 2.509
C 0.880 4.836 0.765
C 1.057 2.650 1.914
H 1.143 2.192 -1.075
H -0.236 1.800 -2.125
H 0.117 0.769 -0.748
H -3.457 4.603 0.249
H -3.284 5.729 -1.112
H -2.105 5.751 0.213
H -3.673 2.835 -1.554
H -2.334 2.473 -2.627
H -3.257 3.973 -2.847
H -0.238 5.472 -1.504
H -1.433 5.397 -2.802
H -0.247 4.096 -2.610
H -1.520 4.954 2.175
H -0.129 4.702 3.247
H -1.316 3.401 3.006
H 0.250 5.699 0.537
H 1.415 4.553 -0.148
H 1.626 5.156 1.507
H 0.554 1.768 2.316
H 1.620 3.112 2.738
H 1.779 2.323 1.159
Se -1.174 -4.759 -1.169
C -0.059 -6.102 -0.401
C -0.534 -6.984 0.582
C 0.253 -8.021 1.071
C 1.548 -8.212 0.602
C 2.044 -7.342 -0.361
C 1.256 -6.307 -0.852
H -1.543 -6.845 0.952
H -0.152 -8.691 1.823
H 2.161 -9.023 0.981
H 3.053 -7.474 -0.738
H 1.647 -5.642 -1.615
*
```

[4]
This record from the OMol25 dataset describes a molecular structure, C28H42BGaN9P. The level of theory is wB97M-V/def2-TZVPD.

Its energy relative to the best compared isomer or geometry (same formula, charge and spin) is 0.0 kcal per mole. Its expectation value of S² is 0.77. The value obtained for the HOMO energy (alpha / beta) is -16.434 / -16.434 eV. The orbital gap (alpha / beta) is 8.609 / 5.350 eV. The calculation puts the total energy at -105450.022 eV.

```
! RIJCOSX wB97M-V def2-TZVPD def2/J DEFGRID3
* xyz 3 2
Ga -0.487 0.880 0.299
C -3.170 -0.791 -1.613
C -2.154 -1.508 -0.792
C -2.059 -2.869 -0.540
C -0.953 -3.024 0.277
N -0.405 -1.828 0.498
N -1.153 -0.880 -0.143
B 0.823 -1.506 1.435
N 0.325 -0.571 2.565
C 0.587 -0.544 3.876
C -0.034 0.554 4.437
C -0.667 1.202 3.387
C -1.501 2.433 3.447
N -0.442 0.521 2.245
N 1.838 -0.646 0.605
C 3.167 -0.717 0.518
C 3.640 0.425 -0.107
C 2.517 1.196 -0.378
C 2.443 2.523 -1.050
N 1.428 0.550 0.083
N 1.416 -2.794 1.874
C 1.195 -3.580 2.968
C 1.813 -4.777 2.755
C 2.396 -4.668 1.471
C 3.186 -5.701 0.736
N 2.144 -3.484 0.938
H -3.495 -1.417 -2.442
H -2.776 0.143 -2.017
H -4.056 -0.563 -1.021
H -2.719 -3.641 -0.899
H -0.515 -3.912 0.705
H 1.213 -1.291 4.333
H -0.035 0.845 5.474
H -1.515 2.817 4.464
H -2.532 2.218 3.164
H -1.102 3.225 2.810
H 3.684 -1.585 0.892
H 4.666 0.671 -0.324
H 2.963 2.502 -2.009
H 2.926 3.293 -0.446
H 1.411 2.823 -1.228
H 0.592 -3.259 3.800
H 1.854 -5.617 3.427
H 3.590 -6.439 1.425
H 4.021 -5.248 0.201
H 2.559 -6.238 0.021
C -3.992 2.004 0.350
C -3.083 3.226 0.422
P -1.420 2.992 -0.271
C -0.321 4.338 0.314
C -1.055 5.580 0.831
C -1.537 3.115 -2.086
C -2.039 4.472 -2.584
H -4.919 2.209 0.882
H -3.535 1.127 0.817
H -4.255 1.762 -0.679
H -2.959 3.574 1.446
H -3.510 4.065 -0.133
H 0.300 4.604 -0.544
H 0.351 3.936 1.075
H -1.726 6.001 0.084
H -0.318 6.341 1.079
H -1.629 5.377 1.734
H -2.188 2.306 -2.428
H -0.536 2.912 -2.478
H -3.043 4.695 -2.227
H -2.079 4.465 -3.672
H -1.374 5.283 -2.287
N 0.507 -0.378 -3.279
C 0.972 -1.602 -3.002
C 0.118 -2.741 -3.131
C 0.609 -3.979 -2.843
C 1.941 -4.125 -2.408
C 2.788 -3.003 -2.272
C 2.321 -1.761 -2.566
H -0.359 -0.288 -3.795
H 1.169 0.373 -3.421
H -0.898 -2.606 -3.482
H -0.016 -4.855 -2.956
H 2.327 -5.112 -2.192
H 3.808 -3.142 -1.941
H 2.953 -0.887 -2.476
*
```

[5]
This record from the OMol25 dataset describes a molecular structure, C28H42BeBr4Cl3F2LiN8O2 at a distorted geometry. The level of theory is wB97M-V/def2-TZVPD.

The value obtained for the HOMO energy is -4.311 eV. The orbital gap is 1.319 eV. The calculation puts the total energy at -369481.690 eV.

```
! RIJCOSX wB97M-V def2-TZVPD def2/J DEFGRID3
* xyz 0 1
C 5.756 -0.763 4.037
C 5.406 0.034 2.906
C 4.738 0.993 1.711
C 3.122 1.172 2.057
N 2.770 1.228 3.527
C 1.277 1.439 3.654
C 0.758 1.473 2.099
C -0.829 1.705 1.761
C -1.696 0.337 1.506
N -0.913 -0.951 1.626
N -2.366 0.508 0.132
N -2.814 0.315 2.538
N 1.925 1.285 1.134
C 1.926 1.265 -0.378
Cl 3.279 2.362 -1.107
C 1.965 -0.226 -1.057
C 2.783 -1.360 -0.188
Cl 0.228 -0.835 -1.470
H 5.694 -1.327 5.087
H 5.221 2.071 1.815
H 4.913 0.528 0.650
H 3.347 1.189 4.396
H 0.675 1.553 4.672
H -0.899 2.493 0.882
H -1.300 2.248 2.712
H -1.148 -1.369 2.573
H -1.394 -1.619 0.951
H -3.232 -0.073 0.079
H -2.682 1.513 0.009
H -3.591 -0.319 2.215
H -3.250 1.271 2.660
H 0.912 1.770 -0.730
H 2.527 -0.153 -2.106
H 2.383 -2.417 -0.567
H 3.953 -1.383 -0.426
H 2.552 -1.330 0.963
F 2.809 1.149 5.740
C -6.023 6.322 -3.332
C -4.645 6.230 -2.705
N -3.988 4.942 -2.960
C -3.234 4.230 -2.037
C -2.795 3.101 -2.669
N -3.281 3.155 -3.964
C -3.981 4.286 -4.131
C -3.078 2.156 -5.005
H -6.665 5.507 -2.983
H -6.498 7.274 -3.074
H -5.967 6.262 -4.424
H -4.733 6.365 -1.620
H -3.991 7.019 -3.093
H -3.108 4.622 -1.043
H -2.194 2.262 -2.363
H -4.462 4.601 -5.050
H -2.577 2.626 -5.855
H -4.051 1.768 -5.316
H -2.463 1.334 -4.628
F 4.467 -2.927 -1.598
C 4.203 -4.151 -2.075
C 2.979 -4.398 -2.687
C 2.706 -5.671 -3.188
C 3.657 -6.686 -3.061
C 4.881 -6.430 -2.440
C 5.158 -5.154 -1.950
H 2.250 -3.599 -2.769
H 1.756 -5.872 -3.675
H 3.442 -7.680 -3.448
H 5.618 -7.223 -2.339
H 6.107 -4.935 -1.472
C -10.277 6.612 -3.440
Br -9.445 4.987 -4.113
Br -9.345 7.310 -1.882
Br -10.469 7.957 -4.832
H -11.287 6.342 -3.114
C 6.622 -5.910 2.147
C 7.168 -6.601 0.909
N 7.621 -7.175 -0.119
H 7.412 -5.324 2.625
H 5.802 -5.242 1.871
H 6.252 -6.654 2.857
Cl 3.813 2.055 7.350
Be 4.113 -7.571 -0.097
O -2.317 -5.723 5.406
C -2.306 -4.383 5.405
C -2.066 -3.855 3.912
O -2.022 -2.515 3.916
H -1.538 -3.888 6.025
H -3.222 -3.874 5.754
H -2.857 -4.328 3.302
H -1.169 -4.386 3.548
Li -0.987 5.292 -1.267
Br 6.213 1.762 4.729
*
```